1.
Molecular formula: C10H14N2O
Method: DFT, ωB97M-V/def2-TZVPD

Summary:
- SMILES = c1cc(NC[C@@H]2CCCO2)ccn1
- energy above the lowest of the compared OMol25 structures with the same formula, charge and spin (kcal per mole) = 19.22
- HOMO-LUMO gap (Ha) = 0.3386
- total charge = 0
- maximum force (Eh/bohr) = 0.012
- E (eV) = -15624.46642

Last column: Mulliken charge in e.
Geometry (Å):
C: -3.35 -0.18 0.93  -0.448
N: -3.47 -1.02 -0.09  -0.671
C: -2.57 -0.91 -1.06  -0.463
C: -1.54 0.01 -1.07  -0.171
C: -1.40 0.88 0.02  0.864
N: -0.45 1.87 0.09  -0.299
H: -0.38 2.28 1.01  0.245
C: 0.82 1.77 -0.58  -1.216
H: 1.28 2.76 -0.57  0.327
C: 1.79 0.75 0.11  0.489
C: 2.27 -0.39 -0.82  -0.758
H: 1.55 -0.54 -1.62  0.253
C: 2.28 -1.60 0.11  -0.635
H: 3.20 -1.63 0.68  0.278
C: 1.10 -1.27 1.03  -0.278
H: 0.15 -1.55 0.55  0.094
H: 1.17 -1.75 2.01  0.340
O: 1.16 0.13 1.22  -0.468
H: 2.15 -2.54 -0.42  0.360
H: 3.24 -0.17 -1.26  0.414
H: 2.65 1.30 0.51  0.434
H: 0.66 1.49 -1.62  0.407
C: -2.36 0.77 1.03  -0.430
H: -2.31 1.42 1.90  0.314
H: -0.85 0.03 -1.90  0.289
H: -2.69 -1.60 -1.89  0.367
H: -4.09 -0.29 1.71  0.362

---

2.
Molecular formula: C10H14N3
Method: DFT, ωB97M-V/def2-TZVPD

Summary:
- SMILES = C/C=C/C=C\C=[N+](\C)n1cccn1
- energy above the lowest of the compared OMol25 structures with the same formula, charge and spin (kcal per mole) = 124.17
- HOMO-LUMO gap (Ha) = 0.2739
- total charge = +1
- maximum force (Eh/bohr) = 0.092
- E (eV) = -15056.02980

Last column: Mulliken charge in e.
Geometry (Å):
C: 2.09 -0.49 1.71  -0.958
C: 2.37 0.06 0.44  -0.277
C: 0.86 -1.08 1.52  0.027
C: -1.63 1.03 1.33  -0.257
C: -2.28 -0.21 1.01  -0.943
C: -0.62 1.73 0.63  -0.386
C: -1.88 -1.12 0.05  0.263
C: -0.25 1.44 -0.66  0.654
C: 0.65 2.40 -1.47  -1.319
C: -0.26 -2.34 -1.53  -0.918
N: 1.40 -0.16 -0.43  -0.845
N: 0.48 -0.87 0.25  0.865
N: -0.64 -1.44 -0.43  -0.283
H: 2.58 -0.58 2.58  0.568
H: 3.20 0.65 0.26  0.507
H: 0.17 -1.65 2.15  0.453
H: -2.00 1.53 2.15  0.545
H: -3.34 -0.35 1.29  0.388
H: -0.17 2.64 1.29  0.222
H: -2.74 -1.57 -0.48  0.376
H: -0.66 0.57 -1.15  0.240
H: 1.53 1.74 -1.57  0.316
H: 0.81 3.31 -0.99  0.391
H: 0.45 2.49 -2.55  0.343
H: 0.70 -2.90 -1.13  0.286
H: -0.97 -3.04 -1.87  0.416
H: 0.12 -1.79 -2.41  0.328

---

3.
Molecular formula: C10H14N4O
Method: DFT, ωB97M-V/def2-TZVPD

Summary:
- energy above the lowest of the compared OMol25 structures with the same formula, charge and spin (kcal per mole) = 79.44
- HOMO-LUMO gap (alpha / beta) (Ha) = 0.2812 / 0.2812
- total charge = 0
- maximum force (Eh/bohr) = 0.089
- E (eV) = -18600.27036

Last column: Mulliken charge in e.
Geometry (Å):
C: 0.78 -3.12 0.61  -0.660
C: 0.02 -2.06 0.12  1.161
C: 0.81 -1.63 -0.97  -0.308
C: 0.23 -0.57 -1.85  -0.687
C: -2.15 0.45 -1.92  -0.886
C: -1.24 -0.82 -1.76  -0.219
C: -2.47 0.24 -0.50  -0.245
C: 0.78 1.61 1.08  1.039
C: 2.29 1.75 1.25  -1.563
C: -0.05 0.98 2.17  -0.999
N: 1.84 -3.34 -0.11  -0.925
N: 1.87 -2.45 -1.11  0.219
N: -1.20 -1.57 0.55  -1.453
N: -1.71 -0.78 -0.35  1.010
O: 0.12 2.01 0.13  -0.578
H: 0.51 -3.77 1.42  0.505
H: 0.46 0.39 -1.39  0.232
H: 0.41 -0.77 -2.83  0.470
H: -1.66 1.28 -2.24  0.333
H: -2.95 0.40 -2.64  0.379
H: -1.62 -1.81 -2.21  0.350
H: -3.22 0.62 0.09  0.490
H: 2.56 1.98 2.23  0.478
H: 2.65 2.44 0.58  0.417
H: 2.75 0.80 1.11  0.319
H: -0.90 0.49 1.78  0.252
H: -0.32 1.88 2.76  0.391
H: 0.73 0.36 2.81  0.257
H: 2.63 -2.26 -1.75  0.221

---

4.
Molecular formula: C10H14N4O5
Method: DFT, ωB97M-V/def2-TZVPD

Summary:
- SMILES = N[C@@H](Cc1c[nH]cn1)C(=O)N[C@@H](CC(=O)O)C(=O)O
- energy above the lowest of the compared OMol25 structures with the same formula, charge and spin (kcal per mole) = 66.50
- HOMO-LUMO gap (Ha) = 0.3322
- total charge = 0
- maximum force (Eh/bohr) = 0.111
- E (eV) = -26794.46712

Last column: Mulliken charge in e.
Geometry (Å):
C: -0.28 2.42 -0.23  -0.270
C: 0.74 1.32 0.29  0.262
C: -1.67 1.83 -0.75  -0.997
C: -2.05 0.68 0.17  0.891
C: -2.92 -0.32 -0.13  -0.931
C: -2.06 -0.58 1.85  -0.407
C: 1.60 -0.82 0.19  0.139
C: 3.03 -0.47 0.60  0.155
C: 1.61 -2.08 -0.77  -0.575
C: 0.15 -2.61 -0.71  0.506
H: 1.11 3.08 -1.62  0.271
H: 0.62 4.20 -0.49  0.281
H: -0.33 2.90 0.72  0.383
H: -2.50 2.49 -0.77  0.453
H: -1.53 1.37 -1.77  0.268
H: -3.46 -0.56 -1.03  0.396
H: -1.94 -1.04 2.80  0.460
H: -3.56 -1.80 1.08  0.326
H: 0.52 0.19 -1.42  0.369
H: 1.00 -1.04 1.10  0.303
H: 2.30 -2.79 -0.25  0.360
H: 1.95 -1.87 -1.75  0.414
H: -1.39 -3.17 0.37  0.402
H: 4.47 0.31 0.33  0.333
N: 0.35 3.40 -1.05  -0.605
N: -1.53 0.54 1.48  -0.387
N: -2.71 -1.21 0.86  -0.046
N: 0.94 0.31 -0.52  0.012
O: 1.28 1.44 1.37  -0.647
O: 3.51 -0.91 1.63  -0.608
O: -0.40 -2.85 -1.75  -0.614
O: -0.52 -2.67 0.41  -0.466
O: 3.67 0.30 -0.24  -0.431

---

5.
Molecular formula: C10H14NO10Re
Method: DFT, ωB97M-V/def2-TZVPD

Summary:
- ⟨S²⟩ = 3.76
- spin multiplicity = 4
- energy above the lowest of the compared OMol25 structures with the same formula, charge and spin (kcal per mole) = 10.87
- HOMO-LUMO gap (alpha / beta) (Ha) = 0.3028 / 0.3315
- total charge = +1
- maximum force (Eh/bohr) = 0.012
- E (eV) = -34685.92533

Last column: Mulliken charge in e.
Geometry (Å):
Re: -0.84 -0.04 0.24  1.875
O: -0.92 0.79 2.59  -0.465
C: 0.44 0.81 3.06  -0.719
C: 1.16 -0.45 2.63  -0.595
N: 1.15 -0.68 1.14  0.077
C: 1.21 -2.13 0.90  -0.527
C: -0.17 -2.69 1.24  0.387
O: -0.39 -3.81 1.57  -0.526
O: -1.12 -1.73 1.15  -0.535
C: 2.23 0.07 0.48  -0.713
C: 1.66 1.35 -0.10  0.631
O: 2.28 2.13 -0.76  -0.564
O: 0.36 1.50 0.17  -0.538
H: -1.44 0.19 3.14  0.367
H: 0.88 1.71 2.64  0.280
H: 0.46 0.90 4.15  0.479
H: 2.19 -0.46 2.97  0.465
H: 0.66 -1.31 3.09  0.392
H: 1.40 -2.31 -0.16  0.438
H: 1.98 -2.62 1.49  0.455
H: 3.04 0.33 1.16  0.418
H: 2.67 -0.51 -0.33  0.403
O: 0.92 -0.06 -3.97  -0.447
C: 0.33 0.05 -2.80  0.710
O: 0.40 -0.80 -1.92  -0.524
C: -0.41 1.36 -2.64  -0.746
O: -1.38 1.26 -1.59  -0.450
C: -2.76 1.27 -1.97  -0.190
C: -3.47 0.17 -1.20  0.431
O: -4.59 -0.15 -1.41  -0.541
O: -2.69 -0.36 -0.26  -0.719
H: 1.42 -0.89 -4.03  0.406
H: -0.89 1.63 -3.58  0.505
H: 0.31 2.13 -2.37  0.350
H: -2.88 1.12 -3.04  0.440
H: -3.18 2.24 -1.70  0.289

---

6.
Molecular formula: C10H14NS
Method: DFT, ωB97M-V/def2-TZVPD

Summary:
- energy above the lowest of the compared OMol25 structures with the same formula, charge and spin (kcal per mole) = 73.04
- HOMO-LUMO gap (Ha) = 0.3464
- total charge = +1
- maximum force (Eh/bohr) = 0.169
- E (eV) = -22913.42494

Last column: Mulliken charge in e.
Geometry (Å):
C: -2.11 -0.28 -2.07  -0.514
C: -1.84 1.09 -1.93  -0.814
C: -1.39 -1.29 -1.48  -0.880
C: -0.91 1.38 -0.94  -0.680
C: -0.35 -0.96 -0.70  1.244
C: -0.09 0.38 -0.38  0.368
C: 0.54 -1.99 -0.17  -1.191
C: 1.13 -1.61 1.23  -0.692
C: 0.88 0.90 0.61  -0.015
C: -0.27 1.56 2.00  -1.060
N: 1.75 -0.20 1.10  0.121
S: 1.99 2.16 0.02  -0.093
H: -2.77 -0.52 -2.93  0.322
H: -2.50 1.84 -2.43  0.362
H: -1.71 -2.32 -1.54  0.400
H: -0.87 2.46 -0.71  0.329
H: -0.01 -2.88 -0.19  0.495
H: 1.48 -2.28 -0.73  0.309
H: 0.26 -1.77 1.96  0.285
H: 1.91 -2.27 1.64  0.423
H: 0.35 2.12 2.71  0.421
H: -0.72 0.80 2.39  0.450
H: -0.96 2.34 1.50  0.324
H: 2.21 -0.11 1.99  0.350
H: 2.40 -0.33 0.24  0.495
H: 1.60 1.79 -1.19  0.239

---

The lowest E belongs to which entry? C10H14NO10Re